ORCA calculation (wB97M-V/def2-TZVPD) on a molecular structure, C23H42AsF6O18 at a distorted geometry.

- lowest unoccupied orbital energy (eV) = 1.71
- relative energy (zero: lowest compared OMol25 entry of this formula, charge and spin) (kcal per mole) = 0.0
- HOMO-LUMO gap (eV) = 9.67
- net charge = -1

Cartesian coordinates (Å):
As: -0.49593 -1.37430 -0.66713
F: 0.31398 -2.25384 0.64508
F: 1.04638 -0.69925 -1.17709
F: -1.28996 -0.57940 -2.02826
F: -2.03358 -1.80173 0.03680
F: -0.49666 0.00813 0.47653
F: -0.29869 -2.80130 -1.63087
C: -0.44127 -0.79401 4.01925
O: 0.24014 0.35486 4.50620
H: -0.49366 -0.69936 2.93420
H: -0.04637 -1.77122 4.30821
H: -1.48564 -0.76072 4.35559
H: 0.06475 0.45805 5.44477
C: 2.36142 -3.56590 3.51936
O: 1.32770 -4.25440 2.83590
H: 2.02335 -2.63721 3.98774
H: 2.88671 -4.20649 4.22172
H: 3.08104 -3.22782 2.76029
H: 0.69983 -3.61204 2.48583
C: -3.11858 0.79562 -4.61418
O: -2.83784 -0.57343 -4.25325
H: -2.20089 1.32475 -4.87128
H: -3.77817 0.76156 -5.47970
H: -3.62979 1.27822 -3.77776
H: -1.99169 -0.52504 -3.78236
C: 1.42043 2.86572 2.59389
C: 2.44211 1.79721 2.89628
C: 2.28604 0.50163 2.06600
O: 3.56868 0.31722 1.48362
C: 4.37016 1.36388 1.68622
O: 5.47316 1.43135 1.24743
O: 3.69203 2.30648 2.37372
H: 1.63514 3.74852 3.19501
H: 0.45595 2.53399 2.99522
H: 1.31198 2.96391 1.52108
H: 2.55124 1.55109 3.95128
H: 1.53920 0.62180 1.28517
H: 2.12540 -0.36271 2.70490
C: 2.11701 2.37010 -0.99854
C: 1.92480 2.66639 -2.46057
C: 0.91718 1.76765 -3.23967
O: 0.34681 2.76821 -4.08546
C: 0.62290 4.02670 -3.70891
O: 0.21696 4.99995 -4.25313
O: 1.51766 4.00397 -2.70181
H: 2.55183 1.39542 -0.78615
H: 1.16016 2.43336 -0.47286
H: 2.75828 3.11252 -0.51713
H: 2.87608 2.65789 -3.01490
H: 0.22280 1.51874 -2.43565
H: 1.46445 0.95586 -3.69814
C: -3.68319 2.58562 1.66953
C: -2.90887 3.60132 0.89011
C: -1.45271 3.23760 0.54551
O: -1.28408 3.62137 -0.80561
C: -2.50644 4.02643 -1.31214
O: -2.68281 4.50799 -2.37998
O: -3.45732 3.77683 -0.41426
H: -3.41545 2.54979 2.72947
H: -3.37867 1.57702 1.35796
H: -4.76918 2.55910 1.60379
H: -2.94484 4.59475 1.34935
H: -1.22951 2.19138 0.76032
H: -0.89572 3.83405 1.27196
C: 3.23548 -3.90010 -0.94745
C: 4.70551 -3.96985 -0.58941
C: 5.29727 -5.31633 -0.23569
O: 6.49982 -5.44186 -1.02421
C: 6.52366 -4.43009 -1.90351
O: 7.36726 -4.19742 -2.71201
O: 5.41920 -3.65720 -1.80350
H: 2.86925 -2.95931 -1.35034
H: 2.57575 -4.23968 -0.14714
H: 3.11431 -4.60774 -1.77479
H: 5.02765 -3.22780 0.14855
H: 4.63286 -6.17102 -0.37215
H: 5.58296 -5.33635 0.81662
C: -5.34274 -2.38268 -0.27428
C: -5.05133 -0.88917 -0.04310
C: -4.57502 -0.22295 -1.31341
O: -5.60857 0.76088 -1.53137
C: -6.49554 0.77440 -0.51672
O: -7.46576 1.46244 -0.44330
O: -6.10071 -0.09295 0.43566
H: -4.51034 -3.07902 -0.18300
H: -5.80295 -2.61508 -1.23633
H: -6.01930 -2.68124 0.53673
H: -4.25067 -0.91527 0.69792
H: -4.35669 -0.81882 -2.19913
H: -3.63758 0.33037 -1.18314

Force components x, y, z for each atom (eV/Å):
As 1.2 0.2 1.2
F -0.2 0.2 -0.3
F -0.5 -0.5 -0.2
F 0.4 0.0 1.2
F 0.2 -0.1 -0.7
F -0.6 -0.1 -0.8
F -0.3 0.5 0.2
C -1.2 0.3 -0.2
O 0.4 -0.2 0.1
H 0.3 -0.2 0.0
H 0.4 0.2 0.1
H 0.1 -0.1 0.0
H 0.0 -0.1 0.0
C 0.3 0.8 -1.3
O -0.2 -0.3 0.6
H -0.1 -0.2 0.4
H -0.3 -0.2 0.1
H 0.3 -0.1 0.2
H 0.2 0.0 -0.2
C -0.1 -0.8 0.2
O 0.4 0.7 -0.2
H -0.1 0.2 0.0
H 0.0 0.2 0.0
H 0.0 0.3 -0.1
H -0.4 -0.4 0.0
C -0.8 -0.9 1.3
C 0.3 -0.2 -1.1
C 0.1 0.4 0.6
O 0.1 -0.8 -0.4
C -0.7 0.0 -0.3
O 0.2 0.4 0.3
O 0.9 0.3 0.5
H 0.3 0.4 -0.7
H 0.0 -0.2 -0.2
H 0.2 0.6 0.0
H 0.0 0.3 0.0
H -0.1 -0.3 0.0
H -0.5 0.0 -0.2
C -0.2 0.5 0.6
C 1.8 -0.6 -1.0
C 0.7 2.6 2.6
O -0.8 -1.2 -1.2
C 0.7 -0.2 0.0
O -0.2 0.1 0.1
O -1.0 0.6 0.5
H -0.1 -0.1 -0.4
H -0.1 -0.2 -0.2
H 0.1 0.1 -0.2
H 0.2 -0.6 0.5
H -0.5 -0.8 -0.7
H -0.6 -0.1 -0.5
C 0.3 -1.8 0.5
C -0.1 0.3 -0.6
C -0.6 0.2 1.7
O -0.3 0.3 -0.1
C 0.6 -0.2 0.1
O 0.3 -0.2 0.0
O -1.1 0.0 0.0
H 0.0 0.6 0.0
H 0.0 0.1 -0.3
H 0.0 0.7 -0.2
H 0.0 -0.1 0.2
H 0.0 -0.1 -0.6
H 0.8 0.1 -0.7
C -0.2 -1.1 -0.2
C -0.1 1.0 -0.7
C 0.1 -0.6 1.0
O -0.5 0.0 0.3
C -0.3 1.0 -0.9
O 0.3 -0.6 0.2
O 0.4 -0.1 0.3
H 0.4 0.3 0.4
H 0.1 0.2 0.1
H -0.1 -0.1 0.1
H -0.3 0.0 0.0
H 0.1 0.1 -0.5
H 0.1 0.0 0.0
C -1.5 -0.1 0.7
C 2.4 -2.2 -0.3
C 0.8 1.6 0.1
O -0.5 0.0 -0.6
C 0.4 0.1 -0.4
O 0.2 0.0 0.0
O -0.8 -0.3 0.3
H 0.5 0.7 0.0
H -0.2 0.3 0.0
H -0.2 -0.1 -0.3
H -0.1 0.5 0.1
H -0.8 -0.3 0.0
H -0.1 0.0 0.3